# C31H33N4O4PdS3

C31H33N4O4PdS3 as an isolated structure (the ωB97M-V functional and the def2-TZVPD basis, the OMol25 dataset).

Output
2S+1: 1
Net charge: +1
Molar mass in g/mol: 728.25
Highest occupied orbital energy in eV: -10.836
Relative energy (zero: lowest compared OMol25 entry of this formula, charge and spin) in kcal/mol: 0.0
LUMO level in Ha: -0.1146
E in eV: -82812.9150
Gap between HOMO and LUMO in eV: 7.72

Each line ends with the Mulliken charge.
Geometry (Å):
Pd1 0.260 0.667 0.017  0.874
O1 2.839 2.609 1.286  -0.781
S1 3.152 1.881 0.067  1.043
O2 4.528 1.621 -0.235  -0.685
N1 2.252 0.553 0.019  0.006
C1 2.744 -0.760 0.102  -0.022
C2 4.008 -1.196 0.406  -0.664
C3 4.300 -2.579 0.349  -0.832
C4 3.368 -3.509 -0.011  -1.010
C5 2.054 -3.090 -0.321  0.785
C6 1.017 -3.954 -0.735  -0.610
C7 -0.215 -3.446 -1.045  -0.866
C8 -0.441 -2.070 -0.900  -0.068
N2 0.495 -1.245 -0.484  0.116
C9 1.756 -1.722 -0.230  0.409
C10 2.540 2.882 -1.269  0.654
C11 3.078 4.166 -1.326  -0.991
C12 2.668 5.034 -2.322  -0.453
C13 1.722 4.631 -3.257  -0.573
C14 1.213 3.343 -3.213  -0.732
C15 1.631 2.459 -2.224  -0.245
H1 4.786 -0.496 0.667  0.566
H2 5.306 -2.896 0.591  0.400
H3 3.615 -4.562 -0.061  0.426
H4 1.214 -5.016 -0.816  0.476
H5 -1.020 -4.077 -1.394  0.492
H6 -1.405 -1.635 -1.128  0.413
H7 3.811 4.480 -0.593  0.437
H8 3.089 6.030 -2.369  0.414
H9 1.402 5.314 -4.033  0.428
H10 0.507 3.010 -3.962  0.445
H11 1.299 1.429 -2.252  0.663
O3 -3.287 -1.612 2.711  -0.708
S2 -2.780 -2.335 1.505  0.622
C16 -4.101 -2.269 0.251  -0.082
C17 -5.027 -3.446 0.524  -0.764
C18 -4.087 -4.621 0.775  -0.623
C19 -3.059 -4.120 1.786  -0.825
H12 -3.641 -2.348 -0.739  0.316
H13 -4.557 -1.285 0.355  -0.052
H14 -5.719 -3.625 -0.298  0.406
H15 -5.617 -3.241 1.420  0.328
H16 -3.594 -4.909 -0.157  0.230
H17 -4.609 -5.500 1.153  0.364
H18 -2.102 -4.637 1.752  0.371
H19 -3.440 -4.143 2.809  0.430
C20 0.274 4.919 0.864  -1.283
C21 -0.520 3.679 0.539  0.109
O4 0.153 2.480 1.016  -0.643
H20 -0.244 5.789 0.459  0.410
H21 1.270 4.882 0.428  0.249
H22 0.368 5.049 1.943  0.403
H23 -0.687 3.570 -0.534  0.094
H24 -1.488 3.702 1.041  0.293
H25 1.077 2.695 1.297  0.323
S3 -6.170 2.037 0.341  -0.105
C22 -4.450 1.593 0.222  0.420
C23 -3.803 1.519 -1.013  -1.028
C24 -2.484 1.133 -1.055  -0.858
N3 -1.793 0.823 0.057  1.258
C25 -2.407 0.886 1.241  -0.935
C26 -3.734 1.262 1.360  -0.315
C27 -6.033 3.716 -0.255  0.199
C28 -5.730 4.746 0.622  -0.170
C29 -5.643 6.035 0.114  -0.443
N4 -5.837 6.339 -1.166  -0.545
C30 -6.141 5.342 -1.992  -0.466
C31 -6.253 4.018 -1.590  -0.026
H26 -4.322 1.765 -1.928  0.427
H27 -1.944 1.063 -1.991  0.557
H28 -1.820 0.635 2.113  0.395
H29 -4.194 1.277 2.338  0.521
H30 -5.570 4.554 1.675  0.427
H31 -5.411 6.863 0.774  0.377
H32 -6.309 5.610 -3.029  0.366
H33 -6.523 3.247 -2.300  0.463

# C31H33N4O4PdS3

C31H33N4O4PdS3 as an isolated structure (the ωB97M-V functional and the def2-TZVPD basis, the OMol25 dataset).

Output
2S+1: 3
Net charge: +1
Molar mass in g/mol: 728.25
Highest occupied orbital energy (spin up / spin down) in eV: -10.542 / -10.523
Relative energy (zero: lowest compared OMol25 entry of this formula, charge and spin) in kcal/mol: 0.0
LUMO level (spin up / spin down) in Ha: -0.0880 / -0.1504
E in eV: -82811.9057
Gap between HOMO and LUMO (spin up / spin down) in eV: 8.15 / 6.43

Each line ends with the Löwdin spin population.
Geometry (Å):
Pd1 -0.909 0.223 0.047  1.456
O1 -1.873 1.442 3.635  0.012
S1 -0.766 0.980 2.850  0.016
O2 -0.350 1.837 1.718  0.080
N1 -0.974 -0.412 2.096  0.137
C1 -1.963 -1.306 2.518  0.012
C2 -2.185 -1.670 3.823  0.009
C3 -3.163 -2.629 4.147  0.001
C4 -3.901 -3.239 3.173  0.003
C5 -3.702 -2.885 1.820  0.001
C6 -4.423 -3.475 0.760  0.003
C7 -4.183 -3.078 -0.524  0.002
C8 -3.235 -2.066 -0.750  0.008
N2 -2.554 -1.480 0.204  0.061
C9 -2.749 -1.897 1.492  0.003
C10 0.633 0.819 3.908  0.000
C11 1.772 0.188 3.423  0.003
C12 2.874 0.063 4.250  -0.001
C13 2.828 0.563 5.547  0.004
C14 1.683 1.186 6.020  0.000
C15 0.571 1.317 5.200  0.003
H1 -1.597 -1.223 4.614  0.000
H2 -3.313 -2.889 5.186  0.000
H3 -4.640 -3.991 3.418  0.000
H4 -5.155 -4.242 0.981  0.000
H5 -4.707 -3.515 -1.362  0.000
H6 -3.036 -1.735 -1.761  0.001
H7 1.786 -0.208 2.415  0.000
H8 3.768 -0.427 3.889  0.000
H9 3.690 0.459 6.193  0.000
H10 1.652 1.570 7.031  0.000
H11 -0.333 1.796 5.548  0.000
O3 -0.979 -0.220 -2.195  0.060
S2 -2.160 0.513 -2.822  0.002
C16 -2.398 -0.261 -4.441  0.003
C17 -1.426 0.429 -5.389  0.000
C18 -1.554 1.914 -5.063  0.000
C19 -1.453 2.029 -3.543  0.000
H12 -3.437 -0.078 -4.721  0.000
H13 -2.247 -1.331 -4.306  0.000
H14 -1.658 0.206 -6.430  0.000
H15 -0.410 0.082 -5.189  0.000
H16 -2.523 2.286 -5.403  0.000
H17 -0.787 2.518 -5.546  0.000
H18 -1.954 2.888 -3.102  0.000
H19 -0.419 2.000 -3.195  0.000
C20 -4.345 3.590 0.538  0.000
C21 -3.616 2.271 0.413  0.000
O4 -2.355 2.419 -0.264  -0.002
H20 -5.297 3.445 1.050  0.000
H21 -4.541 4.023 -0.443  0.000
H22 -3.760 4.302 1.122  0.000
H23 -4.184 1.561 -0.191  0.000
H24 -3.454 1.822 1.398  0.000
H25 -1.764 2.917 0.318  0.000
S3 5.742 0.592 -0.573  -0.001
C22 3.980 0.511 -0.539  -0.003
C23 3.264 1.665 -0.235  0.004
C24 1.888 1.597 -0.138  0.008
N3 1.210 0.468 -0.352  0.097
C25 1.894 -0.640 -0.662  0.007
C26 3.269 -0.668 -0.753  0.004
C27 6.088 -0.572 -1.876  0.000
C28 6.591 -1.830 -1.582  0.000
C29 6.848 -2.698 -2.637  0.000
N4 6.635 -2.386 -3.910  0.000
C30 6.167 -1.170 -4.178  0.000
C31 5.883 -0.225 -3.203  0.000
H26 3.769 2.607 -0.070  0.001
H27 1.307 2.468 0.127  0.001
H28 1.307 -1.533 -0.836  0.001
H29 3.774 -1.593 -0.991  0.001
H30 6.786 -2.127 -0.560  0.000
H31 7.239 -3.690 -2.442  0.000
H32 6.016 -0.933 -5.225  0.000
H33 5.516 0.756 -3.473  0.000

# C31H33N4O4Re

C31H33N4O4Re as an isolated structure (the ωB97M-V functional and the def2-TZVPD basis, the OMol25 dataset).

Output
2S+1: 2
Net charge: +3
Molar mass in g/mol: 711.84
Highest occupied orbital energy (spin up / spin down) in eV: -16.201 / -16.200
Relative energy (zero: lowest compared OMol25 entry of this formula, charge and spin) in kcal/mol: 11.3
LUMO level (spin up / spin down) in Ha: -0.3507 / -0.3452
E in eV: -48939.7089
Gap between HOMO and LUMO (spin up / spin down) in eV: 6.66 / 6.81

Each line ends with the Löwdin spin population.
Geometry (Å):
Re1 -0.134 0.206 0.180  0.816
C1 4.888 4.408 2.883  0.001
C2 4.069 3.344 2.218  0.005
C3 4.551 2.050 2.055  -0.006
C4 3.838 1.016 1.417  0.004
C5 4.593 -0.209 1.328  0.002
N1 4.425 -1.396 0.822  0.004
C6 3.326 -2.063 0.112  0.001
C7 2.836 -3.281 0.892  0.000
C8 1.500 -3.805 0.376  0.000
N2 1.561 -4.202 -1.040  -0.002
C9 0.681 -4.079 -1.984  -0.001
C10 -0.606 -3.422 -2.032  -0.003
C11 -1.531 -4.101 -2.848  0.009
C12 -2.866 -3.732 -2.955  -0.003
C13 -3.835 -4.510 -3.792  -0.001
C14 -3.251 -2.600 -2.249  0.007
C15 -2.354 -1.840 -1.489  0.002
C16 -2.876 -0.658 -0.834  0.035
N3 -2.192 0.217 -0.184  -0.004
C17 -2.937 1.301 0.488  0.001
C18 -2.639 2.688 -0.089  0.000
C19 -1.270 2.856 -0.735  0.007
N4 -0.151 2.240 0.019  0.006
C20 0.773 3.019 0.489  -0.020
C21 2.029 2.620 1.080  0.003
C22 2.811 3.608 1.699  -0.006
C23 2.530 1.310 0.938  -0.001
O1 1.808 0.388 0.354  0.089
C24 -1.015 -2.239 -1.375  0.011
O2 -0.120 -1.505 -0.715  0.055
H1 5.766 3.987 3.367  0.000
H2 4.305 4.932 3.639  0.000
H3 5.228 5.142 2.151  0.000
H4 5.541 1.831 2.439  0.000
H5 5.573 -0.112 1.785  0.000
H6 5.237 -1.992 0.941  0.000
H7 3.735 -2.347 -0.860  0.000
H8 2.538 -1.346 -0.041  0.000
H9 2.659 -3.006 1.934  0.000
H10 3.586 -4.076 0.891  0.000
H11 0.715 -3.074 0.500  0.000
H12 1.230 -4.710 0.925  0.000
H13 2.341 -4.810 -1.271  0.000
H14 0.929 -4.644 -2.878  0.000
H15 -1.194 -4.973 -3.397  0.000
H16 -3.355 -5.371 -4.251  0.000
H17 -4.247 -3.888 -4.587  0.000
H18 -4.665 -4.871 -3.183  0.000
H19 -4.281 -2.266 -2.303  0.000
H20 -3.953 -0.512 -0.896  0.001
H21 -2.648 1.248 1.536  -0.001
H22 -4.005 1.093 0.429  0.000
H23 -2.773 3.420 0.707  0.000
H24 -3.370 2.936 -0.859  0.000
H25 -1.048 3.915 -0.873  0.001
H26 -1.253 2.399 -1.727  0.001
H27 0.597 4.090 0.406  -0.001
H28 2.404 4.610 1.774  0.000
O3 0.742 -1.452 2.322  0.007
C25 0.087 -0.577 2.848  0.001
O4 -0.642 0.253 2.001  -0.021
C26 -0.098 -0.306 4.267  0.000
C27 0.543 -1.150 5.182  0.001
C28 0.402 -0.924 6.539  0.000
C29 -0.378 0.139 6.983  0.001
C30 -1.021 0.975 6.079  0.000
C31 -0.885 0.756 4.719  0.000
H29 1.132 -1.981 4.819  0.000
H30 0.888 -1.575 7.251  0.000
H31 -0.490 0.311 8.045  0.000
H32 -1.633 1.790 6.439  0.000
H33 -1.396 1.398 4.015  0.000